Computed, not measured: a molecular structure, C56H56F3HfN5Sb, with ωB97M-V/def2-TZVPD.

The energy relative to the best compared isomer or geometry (same formula, charge and spin) comes out at 0.000 eV. For the frontier orbital gap, the calculation gives 6.31 eV. As for the HOMO energy: -15.5 eV.

```
! RIJCOSX wB97M-V def2-TZVPD def2/J DEFGRID3
* xyz 3 1
Hf -0.197 0.498 -0.362
C -0.421 -3.029 -0.907
C 0.657 -2.648 0.054
C 1.521 -3.661 0.471
C 2.516 -3.400 1.381
C 2.598 -2.121 1.925
C 1.711 -1.162 1.509
N 0.777 -1.389 0.534
C 1.665 0.171 2.142
C 2.309 0.475 3.325
C 2.136 1.735 3.875
C 1.307 2.648 3.248
C 0.681 2.290 2.066
N 0.880 1.072 1.521
C -0.250 3.179 1.344
C -0.584 4.420 1.841
C -1.457 5.221 1.125
C -1.953 4.754 -0.072
C -1.609 3.486 -0.519
C -2.176 2.985 -1.806
N -0.780 2.687 0.193
H -1.012 -3.833 -0.465
H 0.013 -3.419 -1.830
H -1.088 -2.218 -1.154
H 1.386 -4.652 0.061
H 3.203 -4.176 1.693
H 3.345 -1.894 2.671
H 2.916 -0.258 3.835
H 2.628 1.994 4.804
H 1.161 3.626 3.678
H -0.169 4.776 2.770
H -1.727 6.203 1.491
H -2.618 5.359 -0.673
H -2.489 3.817 -2.434
H -3.060 2.372 -1.621
H -1.455 2.397 -2.375
C -1.408 0.027 3.623
C -2.210 0.676 2.495
C -2.825 2.009 2.925
C -3.241 -0.281 1.943
C -4.250 -0.708 2.794
C -5.206 -1.609 2.365
C -5.109 -2.139 1.093
C -4.097 -1.776 0.209
C -4.038 -2.560 -1.101
C -5.227 -2.253 -2.016
C -3.959 -4.070 -0.838
C -3.193 -0.778 0.635
N -2.178 -0.261 -0.267
C -2.505 -0.213 -1.569
C -1.566 -0.172 -2.595
C -1.831 -0.523 -3.924
C -0.622 -0.871 -4.493
C 0.385 -0.691 -3.534
N -0.159 -0.228 -2.365
C 1.841 -1.019 -3.775
C 2.605 -1.215 -2.467
C 2.500 0.102 -4.587
C 1.916 -2.319 -4.592
H -0.639 0.708 3.999
H -0.935 -0.903 3.296
H -2.056 -0.220 4.464
H -1.505 0.898 1.686
H -3.585 1.842 3.688
H -3.309 2.516 2.087
H -2.075 2.673 3.361
H -4.293 -0.326 3.806
H -6.006 -1.917 3.024
H -5.832 -2.880 0.780
H -3.121 -2.309 -1.640
H -6.160 -2.563 -1.542
H -5.141 -2.800 -2.956
H -5.335 -1.189 -2.245
H -4.894 -4.459 -0.436
H -3.171 -4.315 -0.124
H -3.765 -4.602 -1.771
H -3.552 -0.235 -1.854
H -2.816 -0.598 -4.366
H -0.472 -1.238 -5.495
H 2.475 -0.361 -1.795
H 3.673 -1.300 -2.672
H 2.290 -2.125 -1.952
H 2.660 0.985 -3.980
H 1.901 0.391 -5.451
H 3.474 -0.238 -4.944
H 1.362 -3.132 -4.117
H 2.960 -2.622 -4.676
H 1.536 -2.187 -5.604
F 8.011 1.110 0.327
C 6.770 1.409 -0.042
C 6.518 2.647 -0.612
C 5.223 2.947 -0.999
C 4.193 2.018 -0.825
C 4.483 0.787 -0.241
C 5.773 0.471 0.157
Sb 2.206 2.552 -1.297
C 2.169 4.385 -0.226
C 2.795 4.476 1.018
C 2.774 5.662 1.737
C 2.125 6.756 1.187
F 2.101 7.896 1.872
C 1.521 6.708 -0.056
C 1.545 5.512 -0.759
C 2.249 3.367 -3.245
C 3.444 3.574 -3.932
C 3.438 4.145 -5.194
C 2.225 4.502 -5.757
F 2.213 5.050 -6.967
C 1.021 4.301 -5.106
C 1.044 3.725 -3.844
H 7.329 3.352 -0.740
H 5.020 3.925 -1.419
H 3.704 0.042 -0.101
H 6.024 -0.483 0.601
H 3.333 3.627 1.426
H 3.277 5.766 2.691
H 1.068 7.602 -0.465
H 1.097 5.482 -1.746
H 4.393 3.274 -3.504
H 4.354 4.317 -5.745
H 0.097 4.592 -5.588
H 0.099 3.562 -3.335
*
```

***

Computed, not measured: a molecular structure, C56H57N6P2PbSSi in a non-equilibrium geometry, with ωB97M-V/def2-TZVPD.

The energy relative to the best compared isomer or geometry (same formula, charge and spin) comes out at 0.000 eV. For the frontier orbital gap, the calculation gives 6.00 eV. As for the HOMO energy: -4.0 eV.

```
! RIJCOSX wB97M-V def2-TZVPD def2/J DEFGRID3
* xyz -1 1
Pb 0.405 -0.109 -0.353
C -1.707 2.216 -3.071
P -0.601 0.752 -3.322
C -1.620 -0.403 -4.308
C -2.911 -0.115 -4.749
C -3.636 -1.060 -5.465
C -3.093 -2.308 -5.737
C -1.822 -2.617 -5.271
C -1.098 -1.676 -4.552
C 0.617 1.394 -4.545
C 1.254 2.609 -4.271
C 2.336 3.043 -5.023
C 2.815 2.269 -6.069
C 2.190 1.064 -6.361
C 1.107 0.631 -5.607
C -2.760 1.840 -2.070
C -4.086 2.259 -1.959
C -4.591 1.604 -0.804
C -3.534 0.833 -0.317
C -3.446 -0.009 0.914
P -4.250 -1.704 0.952
C -5.214 -1.874 -0.606
C -6.384 -2.626 -0.489
C -7.191 -2.890 -1.590
C -6.835 -2.393 -2.834
C -5.684 -1.626 -2.966
C -4.879 -1.362 -1.866
C -2.740 -2.703 0.571
C -2.115 -2.777 -0.675
C -0.940 -3.500 -0.838
C -0.367 -4.164 0.240
C -0.976 -4.101 1.484
C -2.153 -3.376 1.644
N -2.424 0.989 -1.076
H -1.076 3.019 -2.676
H -2.144 2.565 -4.010
H -3.368 0.838 -4.515
H -4.635 -0.815 -5.807
H -3.660 -3.039 -6.300
H -1.396 -3.595 -5.460
H -0.119 -1.932 -4.155
H 0.915 3.217 -3.440
H 2.817 3.983 -4.776
H 3.669 2.597 -6.649
H 2.551 0.450 -7.178
H 0.641 -0.316 -5.848
H -4.618 2.930 -2.622
H -5.600 1.644 -0.415
H -2.396 -0.224 1.127
H -3.849 0.527 1.777
H -6.661 -3.014 0.485
H -8.093 -3.478 -1.473
H -7.452 -2.601 -3.700
H -5.407 -1.225 -3.931
H -4.003 -0.737 -1.991
H -2.541 -2.269 -1.530
H -0.460 -3.528 -1.809
H 0.560 -4.710 0.115
H -0.527 -4.603 2.333
H -2.629 -3.327 2.618
N 4.396 -0.577 -3.129
C 3.314 -0.284 -2.349
S 2.138 -1.522 -2.141
N 3.366 0.948 -1.866
N 2.343 1.329 -1.067
C 2.339 2.569 -0.761
C 1.193 3.194 -0.077
C 1.089 4.577 -0.012
C -0.084 5.138 0.466
C -1.117 4.309 0.867
C -0.918 2.938 0.807
N 0.214 2.401 0.363
H 4.307 -1.383 -3.722
H 4.915 0.212 -3.478
H 3.143 3.206 -1.126
H 1.905 5.195 -0.367
H -0.197 6.214 0.505
H -2.061 4.704 1.219
H -1.699 2.243 1.092
C 1.533 -1.558 1.349
Si 2.413 -1.116 2.860
C 1.184 -0.427 4.136
N 0.476 0.780 3.688
C -0.895 0.913 4.180
C -0.982 1.700 5.485
C -0.446 3.133 5.284
C 0.439 3.225 4.034
C 1.295 1.979 3.885
C 3.849 0.062 2.551
C 4.316 0.231 1.247
C 5.363 1.099 0.957
C 5.970 1.812 1.981
C 5.536 1.643 3.293
C 4.490 0.775 3.570
C 3.227 -2.596 3.736
C 4.530 -2.995 3.419
C 5.099 -4.134 3.974
C 4.373 -4.911 4.867
C 3.076 -4.541 5.197
C 2.515 -3.400 4.635
H 2.157 -2.169 0.689
H 0.637 -2.144 1.604
H 1.651 -0.264 5.126
H 0.446 -1.226 4.269
H -1.314 -0.086 4.303
H -1.507 1.413 3.419
H -0.392 1.181 6.246
H -2.016 1.718 5.836
H 0.136 3.433 6.159
H -1.274 3.840 5.197
H 1.085 4.104 4.090
H -0.177 3.337 3.143
H 1.922 1.876 4.790
H 1.983 2.086 3.042
H 3.844 -0.321 0.441
H 5.688 1.220 -0.070
H 6.784 2.494 1.762
H 6.013 2.192 4.096
H 4.163 0.652 4.599
H 5.112 -2.398 2.723
H 6.111 -4.418 3.707
H 4.816 -5.799 5.304
H 2.500 -5.143 5.890
H 1.497 -3.133 4.903
*
```

***

Record order is preserved below.
LUMO energy: -9.2070 1.9596 eV